The following is a quantum chemistry calculation of C16H14Cl2HgO5S as an isolated structure, from OMol25.

Each line ends with the Mulliken spin population.
Atoms and positions in Å:
Hg 1.01302 -0.44016 -1.41564  0.59
Cl -1.98472 -5.34237 -0.80062  0.00
Cl -1.29629 -4.30809 1.85416  0.00
S -1.36847 2.18581 0.25778  -0.01
O 3.64077 0.48656 -0.03304  0.06
O -1.11666 -1.78002 -0.64296  -0.07
O -1.04784 2.04514 1.70244  0.00
O 0.45970 -3.39100 -0.64933  0.00
O 2.33358 -0.35155 1.52668  0.05
C 1.10772 -1.03886 1.79524  -0.01
C -4.18539 5.76959 0.00657  0.00
C -3.79722 -0.36654 -1.73070  -0.02
C -2.60141 0.93597 -0.12868  -0.08
C -3.83227 5.23943 1.23997  0.00
C -2.97835 4.14669 1.31182  0.00
C -2.82316 4.12436 -1.09798  0.00
C -2.49377 3.59316 0.14027  0.00
C -2.85002 0.60431 -1.44938  0.04
C -0.66675 -2.93471 -0.44123  0.01
C -4.18210 -0.68150 0.62529  0.00
C -1.74248 -3.87342 0.18236  0.01
C -3.67871 5.21340 -1.16223  0.00
C 2.60268 -0.04403 0.23665  0.35
C -3.24026 0.29415 0.91628  0.00
C -4.46531 -1.00476 -0.69513  0.00
H 1.07285 -1.98760 1.26400  0.00
H -4.22089 5.67952 2.15026  0.00
H -2.28128 1.06652 -2.24789  0.08
H 1.10105 -1.21819 2.86747  0.00
H -2.67055 3.71537 2.25672  0.00
H -3.98563 -0.65317 -2.75698  0.00
H -4.68320 -1.20266 1.43190  0.00
H -4.84968 6.62291 -0.04565  0.00
H -3.94534 5.63336 -2.12418  0.00
H -2.97449 0.54957 1.93479  0.00
H -2.41570 3.69056 -2.00382  0.00
H 0.24765 -0.42396 1.52938  -0.01
H -2.69529 -3.36380 0.23357  0.00
H -5.18867 -1.77940 -0.91844  0.00

Kohn-Sham gap (spin up / spin down) (eV): 5.9680 / 7.4066
Charge: -1
⟨S²⟩: 0.761
HOMO level (spin up / spin down) (eV): -3.518 / -5.116
ΔE to the lowest compared entry with this formula, charge and spin (eV): 0.000
DFT total energy (eV): -67111.9492
2S+1: 2